Entry from the OMol25 dataset: a structure of composition C11H32BeN2O5P2 (the ωB97M-V functional and the def2-TZVPD basis).

Positions of all 53 atoms, in Å:
O1 3.148 1.870 -2.340
H1 3.296 2.418 -3.107
Be1 0.119 0.855 -0.579
N1 -1.423 0.284 -1.122
N2 0.974 -0.415 -1.703
O2 -2.637 1.086 -1.235
O3 2.133 -0.756 -2.068
C1 -1.329 -0.777 -1.901
C2 -0.021 -1.203 -2.213
C3 -2.564 -1.375 -2.475
C4 0.234 -2.525 -2.852
H2 -3.414 -0.699 -2.418
H3 -2.853 -2.254 -1.907
H4 -2.425 -1.698 -3.502
H5 1.289 -2.576 -3.088
H6 -0.360 -2.674 -3.761
H7 0.004 -3.342 -2.152
H8 -3.255 0.745 -0.527
H9 2.617 1.039 -2.600
O4 -0.350 -3.601 -0.103
H10 -1.284 -3.826 -0.185
H11 0.099 -4.437 0.089
C5 0.276 2.417 -0.328
H12 1.409 2.372 -0.311
H13 0.266 2.062 -1.409
H14 0.223 3.478 -0.736
O5 -4.158 3.275 0.362
H15 -3.768 3.155 -0.525
H16 -3.816 4.134 0.672
C6 -1.216 -1.024 1.818
P1 -0.721 0.722 1.552
C7 -2.246 1.569 2.028
C8 0.341 0.945 3.070
C9 1.783 0.563 2.750
P2 1.983 0.134 0.983
C10 3.646 0.766 0.595
C11 2.243 -1.687 1.003
H17 -0.891 -1.709 1.018
H18 -2.313 -1.061 1.893
H19 -0.790 -1.382 2.773
H20 -2.058 2.124 2.970
H21 -2.597 2.271 1.249
H22 -3.045 0.822 2.211
H23 0.222 1.993 3.385
H24 -0.110 0.314 3.848
H25 2.446 1.400 2.987
H26 2.078 -0.294 3.362
H27 4.294 -0.098 0.391
H28 3.576 1.391 -0.309
H29 4.031 1.327 1.459
H30 2.203 -2.054 2.032
H31 1.486 -2.190 0.395
H32 3.226 -1.873 0.563

Properties
E_HOMO (alpha / beta) = -6.14 / -6.14 eV
Charge = 0
DFT total energy = -44117.44427 eV
HOMO-LUMO gap (alpha / beta) = 6.05 / 6.05 eV

natural (NBO) population analysis, charges in e, atoms 1 to 5: number 1, O, carries -0.98; number 2, H, carries 0.47; number 3, Be, carries 1.59; number 4, N, carries -0.43; number 5, N, carries -0.13